1.
42
Properties=species:S:1:pos:R:3:mulliken_charge:R:1 method="wB97M-V/def2-TZVPD" largest_force_ev_per_a=6.76 de_lowest_kj_mol=64.1 spin_multiplicity=5 s2=6.093
C -2.02 2.53 -1.61 -0.1652
C -0.96 2.32 -2.48 -0.4021
C 0.32 2.51 -1.72 -0.8357
C -0.08 2.97 -0.45 0.2268
C -1.49 3.04 -0.32 -0.7976
Pt -1.26 0.42 -1.29 0.3929
C -1.99 -0.92 -2.83 -0.5961
C -3.12 -1.33 -2.11 -0.2021
C -4.21 -0.75 -1.55 -0.3864
N -1.35 0.53 0.86 -0.8458
H 1.29 2.26 -2.07 0.3906
H -1.03 2.01 -3.58 0.4237
H 0.57 2.81 0.49 0.3878
H -2.09 3.10 0.55 0.3543
H -3.16 2.48 -1.88 0.4001
H -2.13 -0.47 -3.96 0.2701
H -2.51 0.66 0.75 0.1672
H -1.13 -1.56 -2.76 0.5140
H -5.23 -0.61 -2.07 0.2488
H -4.14 -0.42 -0.37 0.1355
C 0.83 -1.83 3.59 -0.8489
N 1.13 -0.58 2.95 0.2858
C 2.06 0.29 3.63 -0.8907
C 0.58 -0.20 1.68 -0.4394
C 1.22 -0.77 0.41 1.0871
C 2.42 -1.52 0.47 -0.3912
C 3.07 -2.01 -0.67 -0.7640
C 2.51 -1.78 -1.94 -0.8564
C 1.31 -1.03 -2.00 -0.3109
C 0.67 -0.56 -0.85 -0.0160
H 1.02 -1.76 4.67 0.3398
H 1.45 -2.66 3.20 0.2575
H -0.22 -2.09 3.40 0.2659
H 3.10 0.15 3.27 0.2433
H 1.78 1.33 3.43 0.2568
H 2.07 0.09 4.71 0.3598
H -0.55 -0.41 1.69 0.2131
H 0.59 0.90 1.69 0.0060
H 2.87 -1.67 1.47 0.2186
H 4.00 -2.57 -0.59 0.3594
H 2.97 -2.11 -2.86 0.4034
H 0.83 -0.82 -2.94 0.5404

=====

2.
43
Properties=species:S:1:pos:R:3:mulliken_charge:R:1 method="wB97M-V/def2-TZVPD" largest_force_ev_per_a=0.55 de_lowest_kj_mol=0.0 charge=-1 spin_multiplicity=2 s2=0.840
V -1.65 0.10 -1.06 0.2447
C -3.02 2.39 0.49 -1.2134
N -1.83 1.56 0.61 0.2739
C -0.75 2.23 1.34 -1.0746
C -2.09 0.18 0.95 1.4035
C -3.17 -0.22 1.80 -0.8277
C -3.26 -1.49 2.28 -0.5736
C -2.24 -2.44 2.01 -0.8220
C -1.15 -2.08 1.26 -0.7207
C -0.99 -0.77 0.73 0.0621
N 0.08 -0.37 -0.09 0.2492
C 1.38 -0.46 0.27 -0.2176
C 1.80 -0.77 1.58 -0.5938
C 3.15 -0.76 1.94 -0.8496
C 4.12 -0.45 1.01 -0.8080
C 3.73 -0.16 -0.30 -0.0401
C 2.40 -0.16 -0.69 0.4621
N 2.00 0.17 -2.01 0.2924
C 1.44 -0.94 -2.76 -1.0806
C 2.96 0.90 -2.81 -1.2143
H -3.49 2.59 1.47 0.3579
H -2.73 3.34 0.06 0.3301
H -3.73 1.91 -0.17 0.3001
H -1.09 2.55 2.33 0.3191
H 0.09 1.56 1.44 0.2326
H -0.43 3.11 0.78 0.3519
H -3.95 0.50 2.04 0.2175
H -4.12 -1.77 2.88 0.3669
H -2.31 -3.45 2.40 0.3546
H -0.35 -2.79 1.08 0.4699
H 1.05 -0.98 2.32 0.3995
H 3.42 -0.98 2.96 0.3666
H 5.17 -0.44 1.28 0.3541
H 4.49 0.07 -1.03 0.3124
H 2.23 -1.65 -3.08 0.3075
H 0.71 -1.47 -2.15 0.2216
H 0.93 -0.57 -3.65 0.3668
H 3.82 0.29 -3.13 0.3868
H 2.46 1.26 -3.71 0.3016
H 3.34 1.76 -2.25 0.4024
C -2.83 -0.41 -2.37 -0.9615
H -2.00 0.01 -3.05 -0.0012
H -3.60 -0.88 -2.98 0.2911

=====

3.
46
Properties=species:S:1:pos:R:3:mulliken_charge:R:1 method="wB97M-V/def2-TZVPD" largest_force_ev_per_a=1.19 de_lowest_kj_mol=75.9 spin_multiplicity=1
C -6.51 -0.44 -1.76 -1.1067
C -5.47 -1.41 -1.23 -0.2601
O -4.20 -0.79 -1.07 -0.3209
C -4.00 -0.10 0.06 -0.1255
O -4.81 0.01 0.94 -0.5989
C -2.59 0.47 0.09 1.1044
C -1.66 -0.58 0.70 -1.2823
C -0.21 -0.09 0.62 -0.5481
N -0.13 1.32 0.94 0.1234
C 0.84 2.15 0.49 0.6039
O 0.79 3.36 0.66 -0.7013
C 1.97 1.54 -0.24 0.2381
C 2.59 2.10 -1.37 -0.7543
N 3.65 1.42 -1.76 -1.5078
N 3.78 0.43 -0.89 0.8427
C 4.76 -0.50 -0.88 1.2975
C 5.79 -0.43 -1.95 -1.3817
C 4.72 -1.43 0.13 -1.1610
C 3.68 -1.37 1.09 0.9585
C 3.63 -2.38 2.20 -1.3172
N 2.74 -0.46 1.06 -0.4835
C 2.78 0.44 0.08 0.3282
C -1.23 1.86 1.71 -1.1049
C -2.54 1.77 0.91 -0.9400
H -7.45 -0.96 -1.93 0.3748
H -6.18 0.00 -2.70 0.2961
H -6.68 0.36 -1.04 0.3114
H -5.79 -1.82 -0.26 0.3236
H -5.30 -2.23 -1.94 0.3118
H -2.28 0.65 -0.94 0.3940
H -1.95 -0.75 1.74 0.3336
H -1.75 -1.52 0.17 0.4968
H 0.16 -0.24 -0.40 0.5713
H 0.42 -0.68 1.29 0.0871
H 2.27 2.97 -1.91 0.5783
H 6.29 0.54 -1.90 0.3277
H 5.31 -0.49 -2.92 0.3281
H 6.52 -1.22 -1.84 0.3823
H 5.47 -2.20 0.20 0.3928
H 4.55 -2.36 2.77 0.3549
H 2.79 -2.16 2.86 0.3355
H 3.51 -3.38 1.79 0.3272
H -0.99 2.90 1.93 0.5026
H -1.31 1.30 2.65 0.3884
H -3.38 1.79 1.60 0.3674
H -2.62 2.63 0.25 0.3119

=====

4.
47
Properties=species:S:1:pos:R:3:mulliken_charge:R:1 method="wB97M-V/def2-TZVPD" largest_force_ev_per_a=5.83 de_lowest_kj_mol=0.0 charge=+4 spin_multiplicity=3 s2=2.027
N -0.68 1.13 -1.52 -0.6310
C -1.48 1.40 -2.33 0.8737
C -2.42 1.64 -3.37 -1.1582
H -2.19 0.98 -4.22 0.3343
H -2.36 2.69 -3.70 0.4019
H -3.45 1.43 -3.02 0.3909
N 0.74 1.63 1.61 -0.1337
C 0.82 2.23 2.61 0.8228
C 0.70 2.79 3.91 -0.9998
H 0.70 3.89 3.80 0.3702
H 1.59 2.46 4.49 0.3637
H -0.24 2.43 4.38 0.3527
N 1.67 -1.07 -0.38 -0.6737
C 2.23 -2.08 -0.52 0.8589
C 2.87 -3.33 -0.79 -1.1215
H 2.75 -4.02 0.06 0.3944
H 3.95 -3.15 -0.96 0.3948
H 2.43 -3.77 -1.70 0.3166
W 0.47 0.52 0.04 1.6291
C 0.12 -1.02 1.52 0.2373
O 0.02 -1.93 2.22 -0.1501
C -1.59 0.59 0.68 0.2694
O -2.74 0.65 0.88 -0.1687
C 1.36 2.73 -1.71 -0.5616
C 1.75 1.64 -2.51 -0.3304
C 2.71 0.74 -2.04 -0.3809
C 3.28 0.93 -0.77 -0.5170
C 2.87 1.99 0.04 -0.3768
C 1.90 2.90 -0.44 -0.3552
H 0.65 3.46 -2.09 0.5615
H 1.36 1.51 -3.52 0.5306
H 3.04 -0.06 -2.69 0.5241
H 4.07 0.27 -0.41 0.5651
H 3.33 2.12 1.02 0.5563
H 1.58 3.75 0.16 0.5443
C -2.08 -3.67 -2.75 -0.6851
N -2.51 -3.41 -1.37 0.0766
C -3.56 -4.20 -0.75 -0.7858
C -1.90 -2.40 -0.73 -0.0477
O -1.01 -1.76 -1.32 -0.5311
H -2.66 -4.51 -3.15 0.3488
H -1.01 -3.92 -2.76 0.2322
H -2.23 -2.78 -3.37 0.2526
H -3.19 -4.71 0.14 0.3485
H -4.40 -3.58 -0.46 0.3488
H -3.91 -4.95 -1.46 0.2580
H -2.19 -2.17 0.32 0.4498

=====

5.
47
Properties=species:S:1:pos:R:3:mulliken_charge:R:1 method="wB97M-V/def2-TZVPD" largest_force_ev_per_a=2.50 de_lowest_kj_mol=334.7 spin_multiplicity=1
O 3.18 -1.36 3.11 -0.6976
C 2.50 -1.29 2.09 0.5027
C 2.01 -2.53 1.49 -0.0767
C 1.23 -2.46 0.35 0.3104
C 0.70 -3.70 -0.32 -0.8595
C 0.15 -4.79 0.63 -1.2447
C -1.02 -4.29 1.44 0.6485
C -2.27 -4.10 0.84 -0.2489
C -3.36 -3.65 1.59 -0.6294
C -3.21 -3.40 2.95 -0.3706
C -1.97 -3.59 3.57 -0.6338
C -0.88 -4.03 2.81 -0.2400
N 0.95 -1.19 -0.19 0.1065
N 1.42 0.00 0.32 -0.7048
C 2.16 -0.02 1.41 0.2560
O 2.56 1.22 1.82 -0.4920
H 2.29 -3.46 1.96 0.4425
H -0.10 -3.42 -1.01 0.2846
H 1.51 -4.14 -0.93 0.3432
H -0.17 -5.65 0.03 0.4718
H 0.95 -5.14 1.29 0.4548
H -2.40 -4.30 -0.22 0.3771
H -4.32 -3.50 1.11 0.3649
H -4.05 -3.05 3.54 0.3683
H -1.85 -3.39 4.63 0.3648
H 0.08 -4.17 3.30 0.2857
H 0.33 -1.13 -1.01 0.3467
H 2.23 1.85 1.16 0.3220
C 0.54 3.87 -3.94 -0.8210
N 0.11 2.54 -3.51 -0.1423
C 0.10 2.04 -2.27 0.3283
O -0.20 0.86 -2.12 -0.6896
C 0.40 2.91 -1.04 -0.5452
N -0.32 4.19 -0.97 -0.1029
C 0.27 5.39 -1.01 0.7705
C -0.63 6.59 -0.84 -1.2510
O 1.47 5.54 -1.18 -0.6377
H 1.45 4.17 -3.41 0.3020
H -0.25 4.61 -3.74 0.2245
H 0.75 3.87 -5.01 0.3331
H -0.13 1.88 -4.23 0.2830
H 1.48 3.09 -1.03 0.2437
H 0.15 2.33 -0.15 0.4208
H -1.32 4.16 -0.84 0.2252
H -1.43 6.55 -1.57 0.3409
H -0.04 7.49 -1.00 0.3237
H -1.04 6.60 0.16 0.3416